[1]
{"formula": "C11H16OS", "method": "ωB97M-V/def2-TZVPD", "max_force_ha_per_bohr": 0.1079, "e_tot_ev": -24547.0045, "orbital_gap_ev": 9.46, "relative_energy_ev": 1.718, "smiles": "CC(C)(C)[C@H]1C=C[C@@H]2S[C@]2(C)C1=O", "symbols": ["C", "C", "C", "C", "C", "C", "C", "C", "S", "C", "C", "C", "O", "H", "H", "H", "H", "H", "H", "H", "H", "H", "H", "H", "H", "H", "H", "H", "H"], "xyz": [[-2.299, -1.328, -0.083], [-0.875, -1.181, -0.451], [-0.206, -2.588, -0.676], [-0.528, -0.322, -1.747], [-0.113, -0.558, 0.790], [1.418, -0.919, 0.774], [2.367, -0.005, 0.678], [2.053, 1.515, 0.764], [1.312, 2.153, 2.358], [0.617, 1.946, 0.699], [0.205, 3.218, -0.037], [-0.439, 0.805, 0.964], [-1.593, 1.075, 1.326], [-2.869, -1.520, -1.068], [-2.780, -0.440, 0.386], [-2.497, -2.263, 0.515], [0.885, -2.515, -0.563], [-0.550, -3.296, 0.044], [-0.502, -2.875, -1.720], [0.466, 0.108, -1.720], [-1.243, 0.530, -1.792], [-0.780, -0.919, -2.557], [-0.474, -1.221, 1.636], [1.699, -1.972, 0.844], [3.463, -0.315, 0.654], [2.915, 2.113, 0.604], [0.012, 3.198, -1.107], [1.095, 3.912, 0.071], [-0.759, 3.663, 0.412]], "nbo_charge": [-0.640, 0.028, -0.611, -0.626, -0.412, -0.140, -0.225, -0.298, 0.139, -0.222, -0.621, 0.615, -0.566, 0.204, 0.262, 0.214, 0.215, 0.206, 0.211, 0.218, 0.211, 0.212, 0.255, 0.213, 0.221, 0.248, 0.224, 0.224, 0.243]}

***

[2]
{"formula": "C5H12O", "method": "ωB97M-V/def2-TZVPD", "max_force_ha_per_bohr": 0.0195, "e_tot_ev": -7424.1749, "orbital_gap_ev": 9.56, "relative_energy_ev": 3.136, "symbols": ["C", "C", "C", "C", "C", "O", "H", "H", "H", "H", "H", "H", "H", "H", "H", "H", "H", "H"], "xyz": [[-0.827, -0.171, 0.420], [0.531, -0.223, -0.024], [-1.664, 1.062, 0.400], [1.401, -1.336, 0.551], [1.278, 1.074, -0.297], [-1.336, -1.137, -1.241], [-1.966, -1.140, -1.981], [-1.171, -0.969, 1.067], [0.026, -0.668, -1.088], [-1.518, 1.624, -0.520], [-1.367, 1.709, 1.235], [-2.720, 0.823, 0.503], [0.828, -2.256, 0.676], [2.232, -1.558, -0.121], [1.821, -1.050, 1.520], [2.192, 0.867, -0.855], [0.691, 1.783, -0.881], [1.570, 1.566, 0.636]], "nbo_charge": [0.257, -0.419, -0.671, -0.593, -0.602, -1.022, 0.465, 0.212, 0.428, 0.232, 0.230, 0.231, 0.218, 0.212, 0.196, 0.217, 0.210, 0.199]}

***

[3]
{"formula": "CH3GaNO", "method": "ωB97M-V/def2-TZVPD", "max_force_ha_per_bohr": 0.1464, "e_tot_ev": -56999.5497, "orbital_gap_ev": 9.00, "relative_energy_ev": 0.509, "total_charge": -1, "symbols": ["O", "C", "N", "Ga", "H", "H", "H"], "xyz": [[-1.155, 2.341, -0.035], [-0.806, 1.394, 0.742], [-0.490, 0.222, 1.202], [0.427, -0.818, -0.218], [-0.298, -0.434, -1.607], [1.968, -0.333, -0.235], [0.355, -2.371, 0.151]], "nbo_charge": [-0.640, 0.755, -0.868, 0.755, -0.329, -0.340, -0.334]}

***

[4]
{"formula": "C3H10OS2", "method": "ωB97M-V/def2-TZVPD", "max_force_ha_per_bohr": 0.0437, "e_tot_ev": -26990.8908, "orbital_gap_ev": 9.50, "relative_energy_ev": 0.399, "smiles": "CCSSC.O", "symbols": ["C", "C", "S", "S", "C", "H", "H", "H", "H", "H", "H", "H", "H", "O", "H", "H"], "xyz": [[-0.223, 0.137, -2.356], [-1.540, -0.253, -1.785], [-1.584, -0.447, 0.077], [-1.164, 1.286, 1.049], [0.695, 1.264, 1.276], [0.675, -0.313, -1.931], [0.036, 1.214, -2.335], [-0.239, -0.188, -3.396], [-2.315, 0.494, -1.937], [-1.875, -1.260, -2.066], [1.091, 1.147, 2.282], [1.092, 0.437, 0.695], [1.101, 2.206, 0.922], [1.446, -1.880, 2.788], [1.181, -1.191, 3.390], [1.623, -2.655, 3.328]], "nbo_charge": [-0.641, -0.503, 0.057, 0.061, -0.735, 0.219, 0.219, 0.215, 0.222, 0.225, 0.208, 0.237, 0.215, -0.937, 0.468, 0.470]}